DFT (ωB97M-V/def2-TZVPD) results for a molecular structure, C23H23I2MnN6OS.

Spin multiplicity: 2
Gap between HOMO and LUMO (spin up / spin down), Ha: 0.2385 / 0.2424
Energy relative to the best compared isomer or geometry (same formula, charge and spin), kcal per mole: 46.5
⟨S²⟩: 1.172
Total charge: +1
HOMO level (spin up / spin down), eV: -9.64 / -9.73

Each line ends with the Mulliken charge.
Cartesian coordinates (Å):
Mn 1.4201 -0.4975 -0.2941  0.034
I -4.2963 -4.2866 1.5818  0.130
C -2.4270 -3.4234 1.3610  -0.508
C -1.8821 -2.6671 2.3319  -0.244
C -0.5993 -2.0008 2.1143  0.562
I 0.5037 -1.8492 3.9017  0.167
C 0.1957 -2.4643 0.9998  0.499
O 1.4025 -2.1210 0.8687  -0.873
C -0.4807 -3.1413 -0.0785  -0.083
C 0.2586 -3.1472 -1.3812  -1.230
N 0.4797 -1.7236 -1.7580  0.095
C 1.2375 -1.5350 -3.0025  -0.819
C 1.6579 -0.0905 -3.1281  0.553
C 2.1079 0.4508 -4.3245  -0.973
C 2.4736 1.7820 -4.3551  -0.226
C 2.3707 2.5479 -3.1976  -0.872
C 1.9238 1.9366 -2.0477  -0.310
N 1.5803 0.6395 -2.0155  0.197
C -1.7320 -3.6088 0.1107  0.050
H -2.4091 -2.4743 3.2570  0.475
H -0.3153 -3.6720 -2.1491  0.399
H 1.2308 -3.6298 -1.2814  0.504
H -0.4514 -1.3121 -1.9020  -0.473
H 0.6500 -1.8142 -3.8817  0.564
H 2.1193 -2.1811 -2.9917  0.384
H 2.1599 -0.1683 -5.2105  0.479
H 2.8313 2.2257 -5.2750  0.424
H 2.6352 3.5956 -3.1861  0.431
H 1.8231 2.4761 -1.1138  0.481
H -2.2386 -4.1290 -0.6955  0.398
N 2.8282 0.5157 0.8915  -0.180
C 2.1468 1.4641 1.7607  0.246
C 2.7783 2.4727 2.4568  -0.796
C 2.0527 3.2313 3.3769  -0.833
C 0.7234 2.9199 3.6160  -0.889
C 0.0872 1.9061 2.9017  0.759
C -1.2842 1.4773 3.1207  -1.133
C -1.7699 0.4103 2.4801  -1.077
C -0.9574 -0.3155 1.4693  0.628
N 0.2071 0.3033 1.0569  0.716
C 0.7917 1.2140 1.9157  0.497
H 3.0375 -0.3099 1.4575  0.321
H 3.7209 0.8874 0.5876  0.346
H 3.8391 2.6518 2.3141  0.399
H 2.5385 4.0272 3.9235  0.406
H 0.1659 3.4589 4.3739  0.453
H -1.8978 2.0195 3.8319  0.427
H -2.7765 0.0541 2.6668  0.645
H -1.5663 -0.6154 0.6238  -0.474
N -2.6900 1.7885 -1.0030  -0.367
C -3.4321 0.6807 -1.1390  0.882
N -4.7422 0.8006 -0.8777  -0.425
S -2.7594 -0.8105 -1.5661  -0.449
H -3.0759 2.6683 -0.7065  0.191
H -1.6927 1.7003 -1.0880  0.085
H -5.1760 1.6851 -0.6771  0.189
H -5.3267 -0.0031 -1.0256  0.219

***

DFT (ωB97M-V/def2-TZVPD) results for a molecular structure, C18H53BaNO23S2Zn.

Gap between HOMO and LUMO, Ha: 0.2915
HOMO level, eV: -8.62

Each line ends with the Mulliken charge.
Cartesian coordinates (Å):
Ba 1.6255 -3.3771 2.5336  2.064
Zn -1.4686 -2.5309 -0.4008  1.411
S -1.4078 -4.8365 0.8984  1.011
O -2.3082 -3.6468 1.0890  -0.811
O -0.8050 -4.3951 -0.4299  -0.725
O -0.3151 -4.9007 1.9073  -0.772
O -2.1140 -6.0650 0.7407  -0.679
S -0.5151 -0.3828 0.8385  1.696
O -1.7892 -0.5941 0.0655  0.210
O 0.0378 -1.7840 0.7935  -1.205
O 0.3815 0.5502 0.1454  0.019
O -0.7847 -0.0604 2.2466  -0.418
C -3.3847 1.6607 -2.1217  -0.392
C -2.0199 2.2894 -2.1233  -0.214
O -1.0024 1.3163 -2.1528  -0.309
O -3.6791 1.0465 -0.9142  -0.555
H -3.4056 0.8833 -2.9015  0.019
H -4.1193 2.4141 -2.4069  0.481
H -1.9580 2.9589 -1.2547  0.051
H -1.9274 3.0352 -2.9274  0.423
H -0.5055 1.3406 -1.3225  -0.355
H -2.9397 0.4436 -0.6508  -0.006
C -1.0507 -2.8748 -3.1784  -0.682
C -2.5096 -2.4745 -3.0882  -0.386
O -3.0298 -2.6591 -1.7484  -0.435
O -0.2672 -2.2132 -2.1526  -0.153
H -0.6748 -2.6862 -4.1863  0.528
H -0.9336 -3.9500 -3.0077  0.330
H -3.1321 -3.0601 -3.7704  0.567
H -2.6054 -1.4199 -3.3823  0.023
H -3.9910 -2.6123 -1.7888  0.215
H 0.2386 -1.4636 -2.6380  0.076
C 3.1335 2.4057 1.0220  -0.877
C 1.9139 3.2151 1.4166  0.072
O 0.9131 3.2347 0.4414  -0.655
O 2.9623 0.9969 0.8612  -0.534
H 3.8543 2.5069 1.8463  0.458
H 3.6017 2.8462 0.1362  0.203
H 2.2516 4.2421 1.5756  0.516
H 1.5579 2.8942 2.4079  -0.303
H 0.4895 2.3620 0.4382  0.204
H 2.0238 0.8169 0.6116  0.213
C 2.0915 0.0969 5.7017  -0.642
C 2.0324 0.2849 4.2234  0.040
O 1.3680 -0.8514 3.6069  -0.114
O 3.0838 -0.8912 6.0049  -0.528
H 1.1222 -0.2805 6.0593  0.309
H 2.2604 1.0186 6.2729  0.390
H 3.0664 0.3618 3.8624  0.254
H 1.5193 1.1971 3.9220  -0.031
H 0.4987 -0.5131 3.2777  -0.163
H 2.9672 -1.1900 6.9084  0.302
C -3.9667 -0.6337 2.7235  0.302
C -5.0353 -1.5439 2.1660  -0.764
O -4.6035 -2.2612 1.0327  -0.459
O -2.9299 -1.3563 3.4098  -0.643
H -4.4008 0.0882 3.4242  0.356
H -3.4665 -0.0827 1.9287  -0.273
H -5.8434 -0.8881 1.8358  0.356
H -5.3932 -2.2462 2.9257  0.336
H -3.7881 -2.7656 1.2107  0.411
H -2.0979 -1.0100 3.0539  0.308
C -2.4266 3.5124 1.8071  0.547
C -1.7238 3.3851 3.1210  -0.336
O -1.9229 2.1066 3.6986  -0.574
O -3.7743 3.1430 1.8862  -0.617
H -1.9375 2.7734 1.1435  -0.479
H -2.3256 4.4964 1.3348  0.345
H -2.1120 4.0871 3.8616  0.432
H -0.6483 3.5629 2.9927  -0.098
H -1.6043 1.3944 3.1072  0.189
H -3.9753 2.5846 1.1099  0.357
C 3.2648 -1.9287 -0.3703  0.772
C 3.1655 -3.3887 -0.7783  -0.909
O 2.0833 -3.9808 -0.0691  -0.411
O 3.3570 -1.7485 1.0528  -0.460
H 2.3310 -1.4934 -0.7537  -0.622
H 4.1033 -1.3900 -0.8133  0.508
H 4.1217 -3.8604 -0.5201  0.361
H 3.0229 -3.4660 -1.8555  0.314
H 1.2607 -4.1650 -0.5761  0.115
H 3.4728 -0.7795 1.1847  0.312
C 3.3682 -0.2855 -3.6238  -1.616
C 2.1183 0.5355 -3.3227  1.741
C 2.1465 1.8483 -4.0624  -0.838
O 3.3251 2.4885 -3.7849  -0.293
C 3.5071 3.6291 -4.5677  -0.839
N 0.9149 -0.2624 -3.6528  -0.254
H 4.2550 0.2572 -3.3052  0.359
H 3.4575 -0.5716 -4.6785  0.399
H 3.3225 -1.2493 -3.1109  0.197
H 2.1059 0.7412 -2.2474  -1.083
H 1.3044 2.4750 -3.7254  0.390
H 1.9903 1.6637 -5.1407  0.470
H 3.5276 3.3559 -5.6343  0.339
H 4.4792 4.0701 -4.3659  0.260
H 2.7075 4.3544 -4.3852  0.312
H 0.7951 -0.1983 -4.6681  0.402
H 0.1164 0.2974 -3.3065  0.238

***

DFT (ωB97M-V/def2-TZVPD) results for 4 unconnected molecules or ions with the total composition C19H22F10NO7.

Gap between HOMO and LUMO, Ha: 0.2877
Total charge: +1
HOMO level, eV: -12.60

Each line ends with the Mulliken charge.
Cartesian coordinates (Å):
O 6.6918 -0.7070 -5.3234  -0.422
C 5.5021 -0.7609 -5.2865  0.444
F 4.9184 -1.7032 -4.4793  -0.211
C 4.6034 0.1961 -6.0685  -0.691
C 3.1262 -0.1372 -5.8722  0.948
C 2.2656 0.8870 -5.5728  -0.546
C 0.9271 0.5939 -5.3779  -0.280
C 0.4815 -0.7522 -5.4692  -0.583
C 1.3894 -1.7080 -5.7592  -0.326
N 2.6658 -1.3685 -5.9554  -0.002
H 4.8869 0.2353 -7.1250  0.367
H 4.7881 1.1977 -5.6706  0.324
H 2.6348 1.9019 -5.5000  0.365
H 0.2629 1.4240 -5.1590  0.462
H -0.5624 -0.9921 -5.3112  0.451
H 1.1428 -2.7604 -5.8364  0.428
H 3.3409 -2.0973 -6.1649  0.252
C 3.9109 -1.4041 0.5535  -1.203
C 3.2603 -1.6376 -0.7931  -0.060
O 1.9036 -1.1466 -0.8111  -0.321
C 1.7579 0.1618 -0.9626  0.180
O 2.6429 0.9551 -1.0883  -0.507
C 0.2665 0.5179 -0.9946  1.070
F -0.4144 -0.0722 -0.0142  -0.238
F -0.2982 0.1335 -2.1589  -0.251
F 0.0570 1.8264 -0.8782  -0.259
H 3.3078 -1.8430 1.3488  0.304
H 4.9065 -1.8455 0.5778  0.397
H 4.0013 -0.3399 0.7688  0.334
H 3.1971 -2.7057 -0.9929  0.352
H 3.8358 -1.1883 -1.6037  0.219
C -3.0886 0.9372 1.9348  -0.913
C -3.5698 1.7840 0.7760  -0.313
O -4.7177 1.1960 0.1364  -0.327
C -5.8823 1.3719 0.7535  0.340
O -6.0462 1.9660 1.7746  -0.499
C -7.0068 0.7261 -0.0656  0.914
F -6.6843 -0.5133 -0.4608  -0.251
F -7.2648 1.4431 -1.1696  -0.253
F -8.1343 0.6420 0.6314  -0.237
H -2.8925 -0.0845 1.6063  0.268
H -2.1771 1.3525 2.3626  0.223
H -3.8407 0.8806 2.7205  0.479
H -2.7946 1.8403 0.0128  0.217
H -3.7914 2.8050 1.0871  0.348
C -1.9955 -0.8334 8.1284  -1.101
C -1.3368 0.4754 7.7478  -0.211
O -0.3619 0.2855 6.7021  -0.336
C -0.8423 0.1640 5.4743  0.370
O -1.9961 0.1969 5.1664  -0.504
C 0.3130 0.0101 4.4758  0.933
F 1.2119 -0.8918 4.8861  -0.273
F 0.9607 1.1721 4.3084  -0.274
F -0.1221 -0.3799 3.2758  -0.228
H -1.2427 -1.5736 8.4025  0.307
H -2.6738 -0.6887 8.9684  0.371
H -2.5636 -1.2460 7.2950  0.311
H -0.7910 0.8764 8.5994  0.322
H -2.0692 1.2251 7.4494  0.323

***

Strongest force on any atom / eV/Å: 1.3 2.7 2.8